(1)
A 2-piece molecular cluster, C10H16O overall, computed with wB97M-V/def2-TZVPD.

Properties
**E_HOMO**: -8.25 eV
**LUMO level**: 0.8 eV
**Energy relative to the best compared isomer or geometry (same formula, charge and spin)**: 46.6 kcal/mol
**HOMO-LUMO gap**: 9.1 eV
**Electronic energy**: -465.82355 Eh
**Net charge**: 0
**SMILES string**: Cc1ccc(O)cc1.CCC

Each line ends with the natural charge from an NBO analysis.
Positions of all 27 atoms, in Å:
O -0.674 -1.488 -1.977  -0.68
C -0.115 -0.259 -1.927  0.31
C -0.516 0.815 -2.742  -0.30
C -0.046 -1.115 2.794  -0.61
C 1.419 1.141 -0.825  -0.16
C 1.579 3.543 -1.008  -0.64
C 0.873 -0.107 -0.968  -0.29
C 0.005 2.070 -2.496  -0.18
C -1.660 -3.023 2.425  -0.63
C 0.902 2.315 -1.431  -0.07
C -0.777 -2.006 1.701  -0.40
H -1.285 0.750 -3.588  0.22
H 1.177 -1.007 -0.428  0.23
H 1.882 4.185 -1.865  0.22
H 2.410 3.567 -0.300  0.23
H 0.317 -0.146 2.401  0.21
H -0.782 -1.068 3.618  0.20
H -1.380 -3.239 3.442  0.21
H -1.677 -3.884 1.719  0.22
H 0.054 -2.364 1.085  0.19
H -0.234 2.881 -3.191  0.21
H -1.521 -1.542 -2.427  0.49
H -1.297 -1.290 1.036  0.20
H 2.391 1.373 -0.316  0.21
H 0.903 4.181 -0.374  0.22
H 0.757 -1.702 3.237  0.20
H -2.706 -2.580 2.405  0.21



(2)
One molecule with the formula C3H3N3O, computed with wB97M-V/def2-TZVPD.

Properties
**E_HOMO (alpha / beta)**: -8.56 / -8.56 eV
**LUMO level (alpha / beta)**: -0.3 / -0.3 eV
**Energy relative to the best compared isomer or geometry (same formula, charge and spin)**: 99.6 kcal/mol
**HOMO-LUMO gap (alpha / beta)**: 8.3 / 8.3 eV
**Electronic energy**: -355.48120 Eh
**Net charge**: 0
**SMILES string**: OC1=C=NN=CN1

Each line ends with the natural charge from an NBO analysis.
Positions of all 10 atoms, in Å:
O -1.402 -0.122 1.679  -0.64
N 1.676 1.059 0.310  -0.24
N 1.137 1.146 -1.004  -0.26
N -0.216 -0.707 -0.299  -0.63
C 0.816 0.663 1.155  0.09
C -0.286 -0.068 0.931  0.37
C 0.343 0.173 -1.267  0.19
H -0.010 -1.697 -0.400  0.41
H 0.002 0.028 -2.287  0.21
H -2.093 -0.542 1.145  0.49